One molecule with the formula C4H8N2O in a non-equilibrium geometry, computed with the ωB97M-V functional and the def2-TZVPD basis.

Computed properties:
* structure (SMILES): N#C[C@@H](N)CCO
* spin multiplicity: 1
* net charge: 0
* DFT total energy: -9303.5109 eV
* Kohn-Sham gap: 9.89 eV

```
15
C4H8N2O, DFT the ωB97M-V functional and the def2-TZVPD basis
N 1.676 0.232 -1.461
C 0.534 -0.115 -0.645
C 0.185 0.868 0.454
C -1.068 0.470 1.237
O -0.969 -0.824 1.802
C -0.639 -0.575 -1.443
N -1.109 -1.629 -1.348
H 2.492 -0.208 -1.051
H 1.583 -0.113 -2.411
H 0.648 -1.095 -0.143
H 0.079 1.882 0.060
H 1.046 0.846 1.132
H -1.960 0.550 0.597
H -1.202 1.170 2.068
H -1.299 -1.459 1.152
```